Entry from the Open Molecules 2025 dataset: a structure of composition C31H32ClN5O5S3Tc (ωB97M-V with the def2-TZVPD basis set).

ORCA input file:
```
! RIJCOSX wB97M-V def2-TZVPD def2/J DEFGRID3
* xyz 0 4
Tc 0.12113 0.79343 0.61616
N 4.47694 1.77187 -0.84456
C 3.23537 1.39655 -0.37493
S 2.52044 2.92352 0.26602
N 2.86145 0.20338 -0.61251
N 1.58808 -0.24376 -0.29440
C 1.32965 -1.47439 -0.64609
C 2.33280 -2.34445 -1.30547
C 2.09370 -2.83322 -2.58582
C 3.03151 -3.64199 -3.21516
C 4.20525 -3.98072 -2.56021
C 4.44449 -3.50120 -1.27712
C 3.51923 -2.67997 -0.65696
C -0.05411 -1.91151 -0.37444
C -0.35065 -3.24025 -0.58995
C -1.63075 -3.91329 -0.59949
C -2.85714 -3.37401 -0.56919
C -3.14292 -1.90754 -0.43575
N -0.84459 -0.91062 0.09708
H 4.98089 2.44093 -0.28426
H 5.02635 1.00319 -1.19971
H 1.17178 -2.57103 -3.09004
H 2.83777 -4.01336 -4.21309
H 4.93226 -4.61974 -3.04460
H 5.35748 -3.76703 -0.76031
H 3.70682 -2.29828 0.33819
H 0.49569 -3.86841 -0.82631
H -1.57216 -4.99350 -0.68948
H -3.71221 -4.04012 -0.60069
H -4.13155 -1.80729 0.01735
C -2.25108 0.53571 6.74129
C -1.14409 0.92239 5.80201
C -0.66507 0.01036 4.86105
C 0.32846 0.36375 3.97279
C 0.83705 1.65759 4.01616
C 0.39482 2.57959 4.95547
C -0.59683 2.19993 5.84269
S 2.13505 2.12818 2.94783
O 2.97401 1.00737 2.65494
O 2.68567 3.37438 3.38827
N 1.30134 2.46874 1.41724
C 0.30207 3.58115 1.59015
C -1.06628 3.04251 2.07583
O -1.76780 3.79765 2.71622
O -1.34622 1.84026 1.69918
H -2.23809 -0.53410 6.94656
H -3.22112 0.77803 6.30250
H -2.17154 1.07188 7.68621
H -1.08233 -0.98822 4.82237
H 0.70009 -0.35365 3.25062
H 0.80974 3.57675 4.96996
H -0.96196 2.91499 6.56902
H 0.14151 4.00579 0.59801
H 0.67479 4.35445 2.25886
C 1.71194 1.81727 -3.55425
S 0.09282 1.40634 -2.91328
C -0.84752 2.52434 -3.93657
O 0.02188 2.01517 -1.53890
H 1.87658 2.88896 -3.43726
H 1.76084 1.52112 -4.60192
H 2.44189 1.25204 -2.97738
H -0.67191 2.29377 -4.98695
H -0.52754 3.53729 -3.69079
H -1.89715 2.38270 -3.69261
Cl -5.11899 0.45059 -0.69533
C -4.13598 -0.16295 -1.99946
C -4.30253 0.41999 -3.24726
C -3.53172 -0.01321 -4.31372
C -2.58709 -1.00961 -4.11250
C -2.44673 -1.58887 -2.86117
C -3.22952 -1.19966 -1.77572
C -2.18050 -1.21455 0.56091
H -5.04066 1.20080 -3.37127
H -3.67321 0.42555 -5.29353
H -1.97098 -1.35235 -4.93476
H -1.73276 -2.38959 -2.71970
H -2.13315 -1.86621 1.44190
H -2.62319 -0.27158 0.88200
*
```

## Properties
* gap between HOMO and LUMO (alpha / beta): 6.35 / 6.30 eV
* energy above the lowest of the compared OMol25 structures with the same formula, charge and spin: 269.3 kJ/mol
* strongest force on any atom: 0.723 eV Å⁻¹
* molar mass: 784.28 Da
* expectation value of S²: 3.82
* LUMO energy (alpha / beta): -0.2 / -0.3 eV